{
  "formula": "C5H11O2",
  "method": "ωB97M-V with the def2-TZVPD basis set",
  "e_lumo_ha": 0.1474,
  "orbital_gap_ev": 6.78,
  "molar_mass_g_mol": 103.1,
  "charge": -1,
  "species": ["C", "O", "C", "C", "C", "C", "H", "H", "H", "H", "H", "H", "H", "H", "H", "H", "H", "O"],
  "xyz": [[-1.22369, 1.03748, -0.95870], [-0.68031, 1.70142, 0.13705], [-0.20912, 0.06752, -1.56282], [-0.19673, -1.34481, -0.92624], [0.25520, -1.28484, 0.47697], [1.09028, -2.03491, 1.18851], [-1.97863, 0.32639, -0.57392], [-1.66262, 1.79596, -1.63215], [0.81102, 0.62113, -1.44915], [-0.37327, 0.10100, -2.66929], [-1.08218, -2.02750, -1.05857], [0.59987, -1.95898, -1.40230], [-0.18405, -0.44969, 1.02169], [1.52114, -3.01117, 0.90271], [1.32974, -1.84000, 2.23517], [0.49370, 2.11715, 1.57723], [0.60252, 3.55184, 2.31143], [0.88716, 2.63202, 2.38238]],
  "lowdin_charge": [-0.486, -0.397, -0.234, -0.241, -0.218, -0.036, 0.077, 0.077, 0.132, 0.086, 0.117, 0.096, 0.091, 0.039, 0.036, 0.024, 0.000, -0.162]
}